Model a:
Below is 2 unconnected molecules or ions with the total composition C2H4ClNO, with properties calculated with ωB97M-V with the def2-TZVPD basis set.

Computed properties:
**HOMO level (alpha / beta)**: -9.39 / -9.39 eV
**Gap between HOMO and LUMO (alpha / beta)**: 9.2 / 9.2 eV
**E_LUMO (alpha / beta)**: -0.19 / -0.19 eV
**SMILES**: C=CCl.N=O

Element x y z (Å)
C (-1.413, 0.371, 0.243)
C (-0.282, 1.012, 0.634)
Cl (1.262, 0.914, -0.239)
H (-1.369, -0.259, -0.575)
H (-2.399, 0.295, 0.695)
H (-0.410, 1.673, 1.494)
N (3.072, -0.569, -0.179)
O (4.014, 0.227, -0.104)
H (2.831, -0.809, 0.800)

***

Model b:
Below is C2H4ClNO in the gas phase, with properties calculated with ωB97M-V with the def2-TZVPD basis set.

Computed properties:
**HOMO level**: -9.98 eV
**Gap between HOMO and LUMO**: 10.8 eV
**E_LUMO**: 0.79 eV
**SMILES**: [H]/N=C(\Cl)OC

Element x y z (Å)
H (-2.327, -0.248, 0.723)
N (-1.401, 0.168, 0.604)
C (-0.711, -0.794, -0.176)
Cl (-1.290, -2.351, -0.586)
O (0.586, -0.569, -0.578)
C (1.182, 0.676, -0.053)
H (1.196, 0.620, 1.021)
H (0.601, 1.555, -0.483)
H (2.164, 0.944, -0.471)

***

The calculated energies rank the structures as follows, beginning with the most stable: model b, model a.

***

Model a:
Below is C2H4ClNO in the gas phase, with properties calculated with ωB97M-V with the def2-TZVPD basis set.

Computed properties:
**HOMO level**: -9.82 eV
**Gap between HOMO and LUMO**: 10.1 eV
**E_LUMO**: 0.33 eV
**SMILES**: OC/N=C/Cl

Element x y z (Å)
O (1.708, -0.954, -0.220)
C (0.930, 0.074, 0.265)
N (-0.421, -0.341, 0.455)
C (-1.462, 0.401, -0.151)
Cl (-3.017, 0.000, 0.134)
H (1.143, -1.718, -0.588)
H (0.957, 0.926, -0.473)
H (1.210, 0.321, 1.339)
H (-1.048, 1.293, -0.760)

***

Model b:
Below is 2 unconnected molecules or ions with the total composition C2H4ClNO, with properties calculated with ωB97M-V with the def2-TZVPD basis set.

Computed properties:
**HOMO level (alpha / beta)**: -8.46 / -8.89 eV
**Gap between HOMO and LUMO (alpha / beta)**: 8.2 / 8.4 eV
**E_LUMO (alpha / beta)**: -0.22 / -0.44 eV

Element x y z (Å)
C (0.493, 0.953, 0.133)
C (-0.682, -0.894, 0.712)
N (0.510, 0.117, -1.936)
O (0.055, 0.248, 1.138)
Cl (1.466, 2.185, 0.663)
H (-0.224, -1.365, -0.065)
H (-1.629, -0.604, 0.113)
H (-1.007, -1.490, 1.635)
H (1.018, 0.849, -2.392)

***

The calculated energies rank the structures as follows, beginning with the most stable: model a, model b.

***

Model a:
Below is 2 unconnected molecules or ions with the total composition Br2HOP, with properties calculated with ωB97M-V with the def2-TZVPD basis set.

Computed properties:
**HOMO level**: -10.66 eV
**Gap between HOMO and LUMO**: 9.3 eV
**E_LUMO**: -1.32 eV
**SMILES**: O=PBr.Br

Element x y z (Å)
O (-1.161, -1.990, 0.166)
P (-0.840, -2.265, -1.212)
Br (1.245, -3.184, -1.029)
Br (0.286, 3.132, 0.745)
H (0.470, 4.308, 1.331)

***

Model b:
Below is a molecular structure, Br2HOP, with properties calculated with ωB97M-V with the def2-TZVPD basis set.

Computed properties:
**HOMO level**: -10.23 eV
**Gap between HOMO and LUMO**: 9.2 eV
**E_LUMO**: -1.05 eV

Element x y z (Å)
O (0.449, -0.830, -1.079)
P (-0.501, -0.648, 0.884)
Br (-1.850, 0.881, 0.128)
Br (1.095, 0.634, 1.564)
H (0.808, -0.036, -1.497)

***

The calculated energies rank the structures as follows, beginning with the most stable: model a, model b.